Entry 1:
DFT (wB97M-V/def2-TZVPD) results for C18H25NO3 as an isolated structure.

Structure (XYZ):
```
47
Properties=species:S:1:pos:R:3:lowdin_charge:R:1
C -3.82 -2.90 -1.11 -0.083
O 1.70 0.71 -3.50 -0.068
H -4.60 -0.68 0.37 -0.033
O 0.00 1.58 2.63 -0.080
C 0.69 1.02 1.56 -0.236
H -2.55 2.29 2.12 0.037
H 5.28 2.19 -4.31 0.194
O 6.31 1.02 -2.22 0.064
H -2.79 -1.46 2.49 0.134
C -3.93 -2.58 0.40 -0.263
H -0.61 -0.65 1.19 0.053
H 3.42 2.39 -4.43 -0.015
H -4.63 -1.26 2.55 0.064
H -2.66 -0.86 0.16 0.196
C 2.92 0.50 -2.74 -0.145
H -2.01 1.18 1.17 0.107
C -1.03 0.90 3.24 -0.143
H 3.42 1.68 -0.21 0.115
H -2.93 -2.40 -1.49 0.056
C -3.70 0.90 2.59 -0.048
C 4.10 2.30 -3.83 0.099
H 4.91 -0.59 -0.36 0.186
C -3.78 -0.78 2.19 -0.105
C 0.28 -0.29 0.92 -0.012
H 4.88 -1.28 -2.07 0.052
C 2.25 0.05 -0.66 -0.341
C 1.07 -0.47 0.00 -0.049
H 2.11 2.63 1.73 0.130
H -3.96 0.93 3.51 0.043
H 2.66 -1.50 -1.92 0.212
C 3.07 -0.45 -1.51 -0.287
C 2.59 1.04 0.01 0.028
H -3.79 -3.85 -1.50 0.024
C 5.07 0.80 -2.24 -0.398
C -3.92 -1.13 0.63 -0.187
H -1.34 1.46 4.18 0.150
C 1.82 1.65 1.29 0.077
H -2.84 -2.99 0.88 0.174
H 4.05 3.19 -3.42 0.050
H -4.38 0.97 2.07 -0.050
H -1.18 -0.18 3.19 0.103
C -2.25 1.38 2.23 -0.114
H -4.59 -2.98 0.78 -0.041
N 4.09 1.09 -2.94 0.009
H -4.79 -2.34 -1.52 0.124
H 0.89 -1.63 -0.58 0.190
C 4.53 -0.60 -1.50 0.029
```

Output
E_LUMO, Eh: -0.0015
Molar mass, g/mol: 303.40
Charge: 0
2S+1: 1
Frontier orbital gap, eV: 8.6
HOMO level, eV: -8.65

---

Entry 2:
DFT (wB97M-V/def2-TZVPD) results for a 2-piece molecular cluster, C18H25NO5P overall.

Structure (XYZ):
```
50
Properties=species:S:1:pos:R:3:lowdin_charge:R:1
O -0.91 -1.60 -3.04 0.109
H -4.77 0.54 -4.38 -0.035
H 3.64 2.43 -0.23 0.078
C -1.83 2.60 1.26 -0.029
C -2.70 0.59 -2.48 0.002
H 3.06 -2.51 -1.18 0.063
C 0.03 0.53 0.11 -0.264
C 0.86 -0.42 -1.98 0.080
C 1.17 0.18 -0.82 -0.095
C 0.70 -2.92 3.78 -0.121
C 3.63 -0.43 -0.87 -0.233
C 2.13 -3.33 3.34 -0.727
H -1.69 1.90 2.07 0.086
H 2.00 -4.33 2.85 0.100
C -3.57 1.55 -1.97 -0.244
C 2.83 1.99 -0.81 -0.047
O 0.15 0.48 1.30 0.160
C -0.55 -0.68 -2.33 -0.326
N -5.42 1.28 -4.15 -0.158
H 3.95 -3.95 4.35 0.050
H 0.75 -1.99 4.36 0.057
H -2.89 0.08 -3.41 0.111
H 3.04 -2.70 5.21 0.055
C 2.56 0.54 -0.37 -0.332
H -3.96 2.93 -0.37 0.113
H 2.75 -1.90 0.47 0.046
H 0.08 -2.75 2.90 0.050
C -1.25 0.93 -0.57 -0.027
H 3.71 -0.35 -1.96 0.096
H 1.64 -0.75 -2.66 0.127
C -2.12 1.89 -0.03 -0.178
O 2.70 -2.38 2.58 -0.315
H 1.94 2.60 -0.69 0.073
H -2.63 3.30 1.51 0.076
C 3.43 -1.87 -0.38 -0.094
H 4.36 -2.28 -0.01 0.068
H 2.49 -4.39 5.26 0.048
H 0.21 -3.69 4.40 0.048
H -4.04 3.89 -3.27 0.077
H -0.89 3.15 1.17 0.091
H -6.79 2.80 -1.81 0.078
C -1.53 0.30 -1.78 -0.076
C -3.27 2.18 -0.76 -0.022
O -4.93 3.64 -3.01 -0.167
H 3.08 2.01 -1.88 0.079
C 2.95 -3.62 4.62 -0.128
P -5.06 2.03 -2.85 0.487
O -6.20 2.04 -1.72 -0.146
H 2.55 0.52 0.72 0.149
H 4.58 -0.05 -0.49 0.109
```

Output
E_LUMO, Eh: 0.0436
Molar mass, g/mol: 366.37
Charge: -1
2S+1: 1
Frontier orbital gap, eV: 3.9
HOMO level, eV: -2.71

---

Entry 3:
DFT (wB97M-V/def2-TZVPD) results for one molecule with the formula C18H25NO5S.

Structure (XYZ):
```
50
Properties=species:S:1:pos:R:3:lowdin_charge:R:1
H 1.26 -0.94 0.21 0.139
C -0.03 3.21 -0.23 -0.134
H 3.83 2.03 -0.11 0.133
C -2.91 -2.40 0.45 -0.034
H 4.59 -2.81 0.13 0.126
C 2.98 -0.20 1.27 -0.047
C 2.05 1.24 -1.06 -0.119
S -2.47 2.06 -0.47 0.700
C -4.44 -4.07 -0.61 -0.054
O -0.26 1.78 1.65 0.018
C 3.88 -0.10 0.03 -0.514
H -4.00 1.93 1.33 0.111
H 4.96 -2.60 -1.61 0.128
H 3.26 0.60 1.95 0.135
C 4.79 -2.08 -0.67 -0.146
H -4.13 -4.19 -1.65 0.084
H -5.51 -4.26 -0.56 0.075
C -4.13 -2.68 -0.14 -0.278
N 1.27 1.14 0.15 -0.035
C 3.54 1.19 -0.73 -0.047
H -3.92 -4.81 -0.01 0.075
H 6.41 -0.71 -1.16 0.125
H 4.12 1.22 -1.66 0.131
H -5.99 -1.85 -0.80 0.112
O -1.58 1.13 -1.12 -0.294
H 1.80 0.40 -1.71 0.140
C -3.52 -0.08 0.69 -0.287
C -4.73 -0.36 0.08 -0.029
H 1.84 2.17 -1.59 0.118
H -2.18 -3.19 0.60 0.111
H 0.62 4.04 0.06 0.135
H -1.65 -0.90 1.32 0.109
H 6.66 -1.58 0.39 0.126
C 1.52 -0.10 0.86 -0.114
H 3.16 -1.16 1.77 0.130
C -1.48 3.54 0.03 -0.194
C -2.60 -1.11 0.86 -0.027
O -3.59 2.54 -1.26 -0.326
C -5.03 -1.65 -0.33 -0.036
H -2.35 1.35 1.79 0.084
C -3.15 1.31 1.06 -0.167
H -1.84 4.37 -0.57 0.101
H 0.87 -0.10 1.75 0.120
O 5.24 -0.11 0.43 -0.044
H -1.68 3.71 1.08 0.101
C 0.32 1.98 0.59 -0.470
C 5.92 -1.13 -0.27 -0.148
O 3.69 -1.21 -0.84 -0.046
H -5.44 0.44 -0.08 0.117
H 0.09 3.01 -1.29 0.103
```

Output
E_LUMO, Eh: 0.0248
Molar mass, g/mol: 367.47
SMILES string: Cc1ccc(CS(=O)(=O)CCC(=O)N2CCC3(CC2)OCCO3)cc1
Charge: 0
2S+1: 1
Frontier orbital gap, eV: 9.4
HOMO level, eV: -8.72

---

Entry 4:
DFT (wB97M-V/def2-TZVPD) results for C18H26AuCl3N4O3SeSi as an isolated structure.

Structure (XYZ):
```
57
Properties=species:S:1:pos:R:3:lowdin_charge:R:1
H 4.18 -1.73 2.93 0.107
H 3.08 -4.32 0.16 0.092
H 4.60 -4.57 -1.80 0.072
H 1.21 -2.76 0.06 0.051
C 3.58 -0.83 3.12 -0.168
H -1.58 -2.17 -5.05 0.005
C 2.22 -0.90 2.39 -0.169
H -0.13 -3.01 -4.50 0.005
Cl -0.11 4.32 -0.02 0.555
N 4.35 0.32 2.65 -0.178
C 2.49 -2.20 -2.99 -0.058
H 1.39 -0.70 3.08 0.099
H -2.60 0.31 -3.60 0.014
O 2.26 1.94 -1.93 -0.013
H -1.61 1.17 -2.43 0.003
C 2.25 1.43 1.97 -0.208
C 3.55 -3.08 -2.95 -0.133
C 1.61 -2.04 -1.90 -0.407
N 2.18 0.11 1.34 -0.204
H 2.24 2.17 1.17 0.103
C -1.89 0.19 -2.79 -0.188
C -0.96 -2.40 -4.18 -0.186
H 4.15 2.38 2.53 0.107
C 0.99 3.89 -1.34 -1.521
Au -0.08 -0.26 0.07 0.801
N 0.56 -1.20 -1.92 -0.145
H 0.98 -0.47 -5.45 0.004
Cl 0.30 4.44 -2.87 0.547
C 3.79 -3.85 -1.82 -0.157
C 4.63 0.12 1.23 -0.157
H 5.22 0.98 0.88 0.110
H 2.06 -1.88 1.95 0.098
C -0.98 -2.93 1.40 -0.567
N -0.89 -2.04 0.64 -0.038
H 3.46 -0.73 4.21 0.105
Cl 2.53 4.72 -1.09 0.545
H 1.36 1.58 2.58 0.010
O -1.12 -3.88 2.09 0.014
C 1.89 -2.83 -0.77 -0.093
H -1.56 -3.00 -3.49 0.013
O 0.24 1.69 -0.94 -0.215
C 3.31 -0.05 0.44 -0.142
H 4.20 -3.18 -3.81 0.085
H 3.25 -1.03 -0.02 0.096
Se -1.22 1.08 1.96 -0.220
H 5.26 -0.77 1.14 0.106
H -2.40 -0.32 -1.97 0.013
C 2.94 -3.71 -0.73 -0.129
C 3.54 1.52 2.82 -0.162
H 3.22 0.70 -0.35 0.098
C 0.50 0.19 -4.73 -0.184
H -0.21 0.80 -5.28 0.010
C 1.21 2.28 -1.42 -0.839
H 3.30 1.62 3.88 0.107
H 1.27 0.86 -4.34 0.009
H 2.31 -1.63 -3.89 0.079
Si -0.35 -0.79 -3.31 0.416
```

Output
E_LUMO (spin up / spin down), Eh: 0.1641 / 0.1636
Molar mass, g/mol: 756.80
Charge: -2
2S+1: 1
Frontier orbital gap (spin up / spin down), eV: 5.8 / 5.7
HOMO level (spin up / spin down), eV: -1.35 / -1.27